[1]
Density functional theory data (ωB97M-V with the def2-TZVPD basis set) for a structure of composition C6H8HgMgO6.

Values from the calculation:
Largest force on an atom, hartree/bohr: 0.072
Charge: +1
2S+1: 2
Orbital gap (spin up / spin down), eV: 5.527 / 5.084
LUMO level (spin up / spin down), eV: -5.7 / -6.1

Structure (XYZ):
```
22
Properties=species:S:1:pos:R:3:forces:R:3
O -0.694311 -0.870495 -1.860293 -2.78 0.85 0.51
C 1.552742 0.566183 -0.156872 0.16 -0.70 -1.95
C -0.605889 0.322558 -2.583562 -0.02 1.23 -0.82
O 2.069171 -0.471528 -0.596381 0.88 1.41 1.92
O 0.922301 1.399936 -1.001951 -0.42 0.48 1.04
C 0.727737 1.023372 -2.376028 0.12 -0.21 -0.36
H -1.412526 1.024456 -2.305630 0.19 -0.21 -0.05
H -0.710661 0.135994 -3.667327 0.03 -0.04 0.31
H 0.751826 1.958038 -2.948838 0.01 -0.24 0.18
H 1.549125 0.373661 -2.710841 -0.12 0.32 0.07
Hg 1.021911 -2.068753 -1.609112 2.11 -2.77 -1.28
O -1.016845 -1.330789 2.231147 -0.63 -0.16 -0.23
C -0.003521 -1.686868 1.406896 -0.03 0.74 1.77
C -0.683840 -0.204744 3.074883 0.04 0.36 0.51
O -0.286565 -2.468360 0.488018 -1.01 0.75 -0.30
O 0.387031 0.088333 1.103164 0.11 -0.43 -1.49
C -0.135399 0.895281 2.161084 0.70 -0.74 -0.52
H 0.090030 -0.552824 3.768150 -0.31 0.20 -0.02
H -1.594683 0.115423 3.589279 0.24 -0.39 -0.01
H 0.701345 1.435943 2.611897 -0.29 0.01 0.15
H -0.866974 1.600002 1.758270 -0.11 -0.10 0.22
Mg -1.762006 -1.284819 -0.375955 1.15 -0.35 0.37
```
Forces are in eV/Å.

---

[2]
Density functional theory data (ωB97M-V with the def2-TZVPD basis set) for a structure of composition C21H44AlBCaF9LiN5O10S2.

Values from the calculation:
Largest force on an atom, hartree/bohr: 0.127
Charge: -1
Orbital gap, eV: 3.171
LUMO level, eV: -1.5
ΔE to the lowest compared entry with this formula, charge and spin, kJ/mol: 0.0

Structure (XYZ):
```
95
Properties=species:S:1:pos:R:3:forces:R:3
C 2.050507 1.078123 -0.444295 -0.32 0.98 0.83
C 1.826100 2.577925 -0.856011 -0.48 -1.42 -0.34
C 1.445114 2.692169 -2.384130 0.37 -0.68 1.25
N 1.063570 1.350971 -2.840143 -0.26 1.18 -0.84
B -0.423842 1.207357 -3.221388 -0.39 -1.02 -0.44
C -0.612213 -0.365545 -3.727360 0.55 -0.04 0.16
C -0.142801 -1.329300 -2.681220 -1.07 0.31 -0.38
N 1.018171 -1.801786 -2.547656 0.69 0.04 0.23
C -1.412515 1.506949 -1.942282 0.62 1.38 0.18
C -2.895835 1.640607 -2.261977 0.14 -0.72 -0.06
C -3.592788 0.296329 -2.197183 -1.38 0.12 -0.12
S -3.117122 -0.601540 -0.650896 0.34 -0.04 0.49
H 2.413930 1.001241 0.591118 0.10 0.26 -0.05
H 2.779305 0.586621 -1.076709 -0.23 -0.27 -0.13
H 1.110918 0.461793 -0.482196 0.85 -0.05 -0.79
H 0.956068 2.936353 -0.275459 0.35 0.45 0.16
H 2.738883 3.116788 -0.609733 -0.22 0.29 0.20
H 0.602951 3.382607 -2.475875 0.17 0.17 -0.18
H 2.314712 3.112104 -2.901796 -0.03 -0.01 -0.02
H 1.613872 1.082284 -3.641929 0.25 -1.03 0.80
H -0.785370 1.902355 -4.149481 0.03 0.45 0.00
H -1.606682 -0.578620 -4.116311 -0.08 -0.02 0.13
H 0.073057 -0.473488 -4.581404 -0.10 -0.07 -0.02
H -0.864957 -1.652413 -1.911634 -0.07 0.02 -0.15
H 1.589473 -1.412693 -3.302643 0.25 -0.29 0.02
H -1.117870 2.453658 -1.431689 0.25 -0.22 0.07
H -1.198174 0.683714 -1.226823 -0.62 -0.12 -1.69
H -3.028627 2.047864 -3.264052 0.16 -0.33 -0.22
H -3.423205 2.331324 -1.623308 0.10 0.02 0.19
H -4.664572 0.487204 -2.142638 -0.05 -0.21 0.05
H -3.468087 -0.366090 -3.047672 0.41 -0.05 0.02
H -4.186565 -1.285016 -0.200618 0.02 0.30 -0.29
Ca -0.726936 0.634386 0.536175 0.07 0.22 0.61
C 5.003482 4.322825 0.123626 1.75 -0.20 -3.24
O 5.176141 3.435264 1.036585 -1.17 0.88 1.26
O 4.118607 5.303040 0.357005 -1.22 0.65 1.66
O 5.567806 4.374877 -0.983592 -0.16 -0.68 0.88
Li 2.028797 1.938445 -4.977562 1.23 -0.13 -1.24
O -5.380451 1.241428 -4.699137 0.12 0.50 -0.52
S -4.450218 0.625845 -5.638109 -0.07 -2.70 5.95
O -4.888771 0.967234 -7.060596 -2.81 -1.11 -2.49
O -4.496966 -0.827896 -5.521138 0.50 0.38 -0.38
O -3.095530 1.121681 -5.425047 -0.26 0.65 -1.77
Al 3.805872 5.019364 2.100495 0.49 -0.83 -0.53
C 4.770735 -0.806887 1.264176 -0.05 -0.02 0.05
C 4.863794 -2.224385 1.804860 0.05 0.08 -0.27
N 3.665075 -2.667588 2.499475 -0.11 0.00 0.36
C 3.853938 -3.909235 3.236373 0.11 -0.09 0.12
C 4.158125 -5.183060 2.442950 -0.03 -0.17 0.13
C 2.426419 -2.567908 1.757817 -0.12 0.10 -0.19
C 2.314364 -3.316102 0.424173 -0.30 0.01 0.06
H 4.523492 -0.097794 2.056384 -0.01 0.01 -0.02
H 5.727917 -0.508462 0.838592 -0.02 0.03 -0.01
H 4.026216 -0.721414 0.473055 0.03 -0.02 -0.03
H 5.698946 -2.257061 2.508863 -0.10 -0.14 0.11
H 5.131389 -2.898273 0.977485 0.05 0.00 -0.01
H 2.972907 -4.085324 3.862012 -0.08 0.08 -0.08
H 4.673338 -3.749769 3.943807 0.05 0.11 -0.08
H 3.269816 -5.571664 1.944483 0.03 0.05 -0.10
H 4.503468 -5.962979 3.124376 -0.02 0.04 -0.02
H 4.940396 -5.033402 1.698178 -0.04 0.06 -0.03
H 2.232117 -1.501805 1.565607 0.15 0.07 -0.05
H 1.601708 -2.880659 2.409692 0.14 -0.13 0.12
H 3.204616 -3.202183 -0.192444 0.00 0.04 -0.01
H 1.475063 -2.922359 -0.154738 0.09 0.01 -0.11
H 2.125048 -4.377992 0.572018 0.13 -0.03 0.01
C 3.947848 -8.747503 4.916608 0.00 0.00 -0.03
O 4.711491 -7.928626 4.440097 -0.01 -0.07 0.08
N 3.957642 -9.074554 6.245866 0.02 0.01 0.06
N 3.017073 -9.407782 4.161669 -0.03 0.00 -0.05
H 3.339083 -9.744837 6.659221 -0.02 -0.01 -0.03
H 4.628469 -8.607884 6.826049 0.02 0.02 -0.01
H 2.984640 -9.190441 3.183491 0.02 0.02 -0.01
H 2.378710 -10.085086 4.531193 0.01 0.00 0.03
F -6.375578 -0.090295 -7.064691 2.54 2.27 -0.51
C -6.956177 5.264792 1.766196 -0.55 0.43 -0.35
C -6.783922 4.934481 3.259048 -0.16 -0.59 -0.38
C -5.531926 5.470589 3.953637 0.21 0.24 0.47
F -4.400976 4.964981 3.417105 -0.15 -0.02 -0.04
F -5.552272 5.107950 5.258658 -0.14 -0.03 -0.08
F -6.880460 3.597307 3.432373 0.14 0.02 0.08
F -7.850021 5.487131 3.901775 0.13 0.29 0.05
O -6.588788 4.263460 0.831941 0.51 -0.31 0.56
C -5.283706 4.173095 0.409415 -0.62 0.82 -0.31
C -4.663355 2.832921 0.799765 -0.03 -0.54 0.20
F -4.661126 2.661143 2.136949 0.05 0.07 -0.07
F -3.363808 2.787375 0.386621 0.15 0.22 0.39
F -4.555994 5.217614 0.844872 0.27 -0.20 0.04
F -5.299559 4.246750 -0.932824 0.19 -0.27 -0.09
H -8.029417 5.373560 1.618495 -0.03 -0.13 0.10
H -6.533647 6.235403 1.506925 0.24 -0.07 0.15
H -5.493927 6.562255 3.903655 -0.04 -0.02 -0.08
H -5.209371 2.002550 0.348179 -0.01 0.10 -0.16
O 4.162798 0.852056 -6.214543 -1.39 0.56 0.68
H 5.010152 1.061561 -5.808251 -0.11 0.09 0.11
```
Forces are in eV/Å.

---

[3]
Density functional theory data (ωB97M-V with the def2-TZVPD basis set) for a cluster of 2 separate species, C6H9N in total.

Values from the calculation:
Largest force on an atom, hartree/bohr: 0.008
Charge: 0
Orbital gap, eV: 9.456
LUMO level, eV: 1.1
ΔE to the lowest compared entry with this formula, charge and spin, kJ/mol: 553.9
SMILES: C1=CN1.C=C=CC

Structure (XYZ):
```
16
Properties=species:S:1:pos:R:3:forces:R:3
C -2.239474 -0.392967 -0.769238 -0.11 0.13 0.25
C -2.303151 0.822611 -0.392810 -0.10 -0.27 0.10
N -1.482994 0.570064 -1.632155 -0.08 0.15 -0.40
H -2.342313 -1.460605 -0.674120 -0.01 0.21 -0.02
H -2.488522 1.635911 0.286750 -0.02 -0.13 -0.10
H -2.072836 0.789152 -2.443111 0.15 -0.03 0.12
C 0.498367 -2.070060 -0.085475 0.07 0.14 0.03
C 0.774950 -0.836277 0.249703 -0.01 0.08 0.05
C 0.971916 0.418856 0.550076 -0.06 -0.23 -0.08
C 2.208229 1.027346 1.153092 0.10 -0.02 0.03
H 0.036584 -2.761672 0.615622 0.09 0.12 -0.04
H 0.711321 -2.438914 -1.085956 0.04 0.06 0.13
H 0.154988 1.098301 0.304603 0.10 -0.09 0.02
H 1.974579 1.511373 2.108907 0.03 -0.09 -0.13
H 2.607337 1.803100 0.489669 -0.04 -0.11 0.09
H 2.991023 0.283774 1.324437 -0.14 0.08 -0.03
```
Forces are in eV/Å.

---

Number 1: energy -28243.9497 eV. Number 2: energy -122455.6377 eV. Number 3: energy -7852.4190 eV.